[1]
C11H18CuN4O5 | ωB97M-V/def2-TZVPD

The calculation puts the LUMO energy (alpha / beta) at -0.1 / -1.4 eV. Its expectation value of S² is 0.75. Its highest occupied orbital energy (alpha / beta) is -0.2482 / -0.2451 Eh. As for the gap between HOMO and LUMO (alpha / beta): 6.6 / 5.3 eV. As for the spin multiplicity: 2. The relative energy (zero: lowest compared OMol25 entry of this formula, charge and spin) comes out at 5.4 kcal/mol. As for the charge: 0.

Positions of all 39 atoms, in Å:
Cu: -0.14007 -0.42773 -0.13660
N: -1.48327 0.78737 -1.34340
C: -1.55557 2.19107 -0.98480
C: -0.13547 2.76207 -0.91550
N: 0.66553 2.01567 0.03850
C: 0.44003 2.43877 1.41100
C: 0.63643 1.27337 2.38850
N: -0.13017 0.11227 1.96470
C: 2.07203 1.93517 -0.31480
C: 2.31663 0.91237 -1.42910
N: 1.75303 -0.38013 -1.08020
H: -1.25357 0.66457 -2.32160
H: -2.34567 0.29297 -1.14660
H: -2.03837 2.26167 -0.00960
H: -2.14507 2.78377 -1.69670
H: -0.17067 3.83487 -0.66930
H: 0.31383 2.66547 -1.90440
H: -0.58227 2.80907 1.49420
H: 1.11303 3.26197 1.70300
H: 0.36503 1.60417 3.40070
H: 1.69063 0.99417 2.40360
H: -1.12157 0.21367 2.15510
H: 0.19123 -0.74283 2.40140
H: 2.62753 1.62187 0.56960
H: 2.48013 2.90737 -0.64280
H: 3.39863 0.86047 -1.61350
H: 1.84103 1.24757 -2.35340
H: 2.25963 -0.84063 -0.33050
H: 1.74963 -1.01673 -1.86950
O: -2.05607 -6.25163 -0.11060
C: -1.67797 -5.11143 0.00930
C: -0.23627 -4.64833 0.07180
O: 0.72533 -5.39153 0.01200
C: -0.29397 -3.19153 0.15220
C: -1.65177 -2.74493 0.10100
O: -1.95337 -1.52133 -0.00250
C: -2.56157 -3.88513 0.10080
O: -3.77257 -3.91773 0.20670
O: 0.66613 -2.38023 0.29140

Partial atomic charges computed with the Mulliken method, in multiples of e: Cu 0.31; N -0.41; C -0.73; C -1.04; N 1.33; C -1.04; C -0.75; N -0.44; C -1.01; C -0.74; N -0.45; H 0.14; H 0.40; H 0.36; H 0.43; H 0.34; H 0.36; H 0.43; H 0.32; H 0.42; H 0.40; H 0.22; H 0.26; H 0.39; H 0.33; H 0.41; H 0.38; H 0.29; H 0.23; O -0.59; C 0.61; C -0.22; O -0.64; C 1.05; C 0.96; O -0.71; C -0.21; O -0.63; O -0.77



[2]
C11H18F2O8 | ωB97M-V/def2-TZVPD

The calculation puts the LUMO energy at 0.2 eV. Its highest occupied orbital energy is -0.3389 Eh. As for the gap between HOMO and LUMO: 9.5 eV. As for the spin multiplicity: 1. As for the charge: 0.

Positions of all 39 atoms, in Å:
O: 18.67372 5.39213 0.52677
C: 19.19416 6.08212 1.34184
O: 20.49939 6.37081 1.40543
C: 20.70524 7.46217 2.31952
C: 19.51949 7.22180 3.25802
F: 19.06453 8.40351 3.77515
O: 18.56659 6.75842 2.31889
H: 21.67864 7.25035 2.75519
H: 20.63760 8.40079 1.77227
H: 19.71450 6.54786 4.08649
O: 18.94959 4.04708 4.55060
C: 20.09554 3.88601 4.76997
O: 21.11869 4.63082 4.32703
C: 22.33456 3.96356 4.64905
C: 21.95885 3.04073 5.77853
F: 22.13632 3.67380 6.98597
O: 20.57239 2.88252 5.56241
H: 22.72409 3.45897 3.75761
H: 23.13208 4.68913 4.80849
H: 22.40290 2.04887 5.78637
C: 15.67341 6.35068 5.38219
C: 14.25071 6.57405 5.81195
C: 14.25104 6.05599 7.24175
O: 15.62307 5.97210 7.64750
C: 16.51383 6.50251 6.62379
H: 15.97376 6.97399 4.53393
H: 15.90499 5.34013 5.04790
H: 13.47493 6.15581 5.17696
H: 14.12344 7.66050 5.88577
H: 13.78782 5.06677 7.31331
H: 13.75946 6.69818 7.97564
H: 17.40535 5.87583 6.61203
H: 16.84101 7.49900 6.93553
C: 16.04555 4.60293 2.61071
O: 15.90141 3.78301 1.45539
H: 15.23437 4.36602 3.30188
H: 16.98286 4.59311 3.16807
H: 15.87420 5.63445 2.28429
H: 16.02398 4.35327 0.69481

Partial atomic charges computed with the Mulliken method, in multiples of e: O -0.51; C 0.72; O -0.36; C -0.43; C 0.79; F -0.34; O -0.28; H 0.21; H 0.32; H -0.07; O -0.45; C 0.51; O -0.26; C -0.50; C 0.28; F -0.28; O -0.35; H 0.30; H 0.31; H 0.31; C 0.24; C -0.65; C -0.41; O -0.46; C -0.43; H 0.41; H -0.23; H 0.32; H 0.26; H 0.25; H 0.28; H 0.16; H 0.26; C -0.26; O -0.58; H 0.32; H -0.05; H 0.31; H 0.35